(1)
Below is C5H5BrO2 as an isolated structure at a distorted geometry, with properties calculated with the ωB97M-V functional and the def2-TZVPD basis.

Values from the calculation:
E_HOMO: -10.25 eV
energy above the lowest of the compared OMol25 structures with the same formula, charge and spin: 1.430 eV
frontier orbital gap: 8.69 eV
largest force on an atom: 3.4 eV/Å

Last column: natural (NBO) charge in e.
Element x y z (Å)
C1 -1.45 0.26 0.53  0.71
C2 0.26 -0.72 -1.15  -0.44
C3 0.69 -0.23 1.33  -0.07
C4 0.89 0.19 -0.11  -0.31
C5 -0.49 0.44 -0.60  0.09
O1 -2.62 0.42 0.55  -0.51
O2 -0.72 -0.19 1.58  -0.47
Br1 -1.06 2.17 -2.27  -0.16
H1 0.63 -0.63 -2.15  0.26
H2 -0.07 -1.71 -0.88  0.23
H3 1.03 -1.25 1.51  0.20
H4 1.17 0.45 2.04  0.20
H5 1.74 0.80 -0.37  0.26

***

(2)
Below is one molecule with the formula C4H6OS at a distorted geometry, with properties calculated with the ωB97M-V functional and the def2-TZVPD basis.

Values from the calculation:
E_HOMO: -8.11 eV
SMILES: O[C@H]1C=CSC1
energy above the lowest of the compared OMol25 structures with the same formula, charge and spin: 1.627 eV
frontier orbital gap: 8.86 eV
largest force on an atom: 2.6 eV/Å

Last column: natural (NBO) charge in e.
Element x y z (Å)
O1 1.71 -0.39 -0.60  -0.74
C1 0.65 -0.13 0.30  0.05
C2 -0.08 1.12 -0.02  -0.26
C3 -1.40 1.07 -0.20  -0.34
S1 -2.03 -0.55 -0.28  0.24
C4 -0.36 -1.25 0.07  -0.53
H1 2.50 0.23 -0.57  0.48
H2 1.03 -0.26 1.37  0.18
H3 0.49 2.02 -0.03  0.21
H4 -2.16 1.90 -0.09  0.25
H5 0.02 -1.65 -0.82  0.24
H6 -0.36 -2.12 0.88  0.23

***

(3)
Below is C16H34NYb as an isolated structure at a distorted geometry, with properties calculated with the ωB97M-V functional and the def2-TZVPD basis.

Values from the calculation:
charge: +1
E_HOMO: -11.60 eV
frontier orbital gap: 6.93 eV
largest force on an atom: 1.5 eV/Å

Last column: Löwdin charge in e.
Element x y z (Å)
C1 -0.93 -1.22 4.88  -0.11
C2 -0.06 -1.25 3.63  -0.28
C3 0.60 -2.61 3.39  -0.22
C4 1.91 -2.56 2.60  -0.20
C5 1.84 -1.77 1.27  -0.20
C6 2.04 -2.62 0.00  -0.20
C7 0.96 -2.49 -1.07  -0.21
C8 -0.47 -2.81 -0.61  -0.19
C9 -1.61 -2.02 -1.27  -0.19
C10 -2.19 -0.84 -0.47  -0.19
C11 -1.87 0.57 -0.97  -0.21
C12 -0.38 0.85 -1.11  -0.22
C13 -0.01 2.33 -1.23  -0.25
C14 -0.85 3.17 -2.18  -0.24
C15 -0.60 4.69 -2.14  -0.18
C16 0.48 5.20 -3.12  -0.31
N1 1.48 4.19 -3.47  -0.31
H1 -1.40 -0.25 5.03  0.07
H2 -0.36 -1.45 5.78  0.08
H3 -1.74 -1.96 4.80  0.08
H4 -0.66 -0.95 2.77  0.08
H5 0.73 -0.48 3.73  0.11
H6 -0.11 -3.27 2.88  0.11
H7 0.80 -3.08 4.36  0.11
H8 2.68 -2.13 3.24  0.11
H9 2.23 -3.58 2.39  0.10
H10 2.58 -0.97 1.29  0.11
H11 0.87 -1.27 1.23  0.07
H12 2.11 -3.68 0.28  0.11
H13 3.00 -2.38 -0.46  0.11
H14 0.99 -1.48 -1.50  0.07
H15 1.23 -3.16 -1.89  0.11
H16 -0.65 -3.87 -0.79  0.12
H17 -0.54 -2.69 0.48  0.09
H18 -2.42 -2.71 -1.49  0.11
H19 -1.28 -1.67 -2.26  0.11
H20 -3.28 -0.93 -0.45  0.11
H21 -1.88 -0.92 0.58  0.10
H22 -2.29 1.30 -0.26  0.13
H23 -2.39 0.74 -1.92  0.12
H24 0.02 0.29 -1.98  0.08
H25 0.15 0.43 -0.26  0.11
H26 1.06 2.40 -1.50  0.05
H27 -0.02 2.83 -0.25  0.14
H28 -1.90 2.97 -1.96  0.11
H29 -0.75 2.84 -3.24  0.08
H30 -1.54 5.21 -2.35  0.11
H31 -0.34 4.96 -1.11  0.11
H32 0.94 6.10 -2.70  0.11
H33 -0.01 5.52 -4.05  0.10
H34 2.34 4.36 -2.94  0.01
Yb1 1.50 2.15 -3.61  1.39